The following is a quantum chemistry calculation of a cluster of 2 separate species, C5H12OS in total at a distorted geometry, from OMol25.

Results
Highest occupied orbital energy: -0.319 Ha

```
! wB97M-V def2-TZVPD RIJCOSX def2/J DEFGRID3
* xyz 0 1
C 1.0853 -0.7639 -1.4928
C 1.4658 -1.3200 -0.1405
C 0.4132 -1.1008 0.9324
S 0.0762 0.7498 1.2253
C -0.4326 1.0699 -0.4825
C 0.7837 0.6956 -1.3798
H 0.2030 -1.3529 -1.8091
H 1.8799 -0.9157 -2.2484
H 2.3841 -0.7679 0.1374
H 1.6969 -2.4017 -0.0959
H 0.7294 -1.6172 1.8591
H -0.5444 -1.5506 0.6066
H -0.6191 2.1570 -0.5763
H -1.3765 0.5443 -0.7240
H 0.4736 1.1672 -2.3321
H 1.5856 1.3197 -0.9406
O -3.5912 1.5734 2.5965
H -3.5299 0.8875 1.8935
H -2.6829 1.6264 2.9712
*
```

---

The following is a quantum chemistry calculation of a structure of composition C40H59AsN3O2PbS2Si3 at a distorted geometry, from OMol25.

Results
Highest occupied orbital energy (spin up / spin down): -0.365 / -0.364 Ha

```
! wB97M-V def2-TZVPD RIJCOSX def2/J DEFGRID3
* xyz 1 1
Pb 0.5512 1.1132 -0.3740
C 1.1532 4.7318 2.4833
O 0.6647 3.7292 1.6319
Si -0.5455 4.0468 0.4777
C 0.4717 4.7039 -0.9443
C -1.6480 5.4982 1.0994
C -1.2900 2.3918 0.1846
Si -2.3929 2.3871 -1.3439
C -3.4489 3.9344 -1.6223
C -3.4463 0.7922 -1.2500
C -1.3934 2.2130 -2.9374
Si -2.2897 2.0706 1.6888
C -1.4078 2.3685 3.2609
C -3.8509 3.0335 1.7381
C -2.7162 0.2263 1.9210
H 1.6482 5.4927 1.9233
H 1.9128 4.2793 3.1566
H 0.3705 5.1702 3.1414
H 1.0850 5.5584 -0.5804
H -0.1795 5.0685 -1.7842
H 1.0967 3.8793 -1.3473
H -0.9257 6.2966 1.3735
H -2.2125 5.2950 1.9730
H -2.1850 5.9050 0.2868
H -4.2029 4.1028 -0.8516
H -3.8200 3.8280 -2.6293
H -2.7865 4.8013 -1.6162
H -4.1253 0.8441 -0.3435
H -2.8171 -0.1110 -1.1925
H -4.0953 0.6727 -2.1902
H -0.4712 2.7416 -3.0840
H -2.1113 2.6013 -3.6014
H -1.3050 1.1386 -3.2523
H -1.2022 3.4172 3.5035
H -0.4458 1.7981 3.3245
H -2.0026 1.9764 4.0994
H -3.9203 3.8344 1.0522
H -4.1701 3.3339 2.7580
H -4.6359 2.2862 1.5675
H -2.3085 -0.0779 2.8633
H -2.2558 -0.3330 1.1180
H -3.8171 0.1021 1.9094
C 0.4708 -1.1538 2.9753
C 1.4515 -0.0371 3.0492
N 1.7584 0.7462 2.0661
C 2.7661 1.6138 2.4718
C 3.0944 1.5931 3.7925
S 2.1923 0.3764 4.5879
C 3.3385 2.4815 1.3996
C 4.0999 3.6072 1.4705
S 4.2862 4.3000 -0.0673
C 3.3697 2.9794 -0.7619
N 2.9003 2.1873 0.1602
C 3.1895 2.8720 -2.2417
H -0.2376 -0.9953 3.8115
H 1.0930 -2.0870 3.0105
H -0.0386 -1.1156 1.9901
H 3.8894 2.1554 4.3148
H 4.5828 4.0265 2.3215
H 2.9772 3.8967 -2.5666
H 2.3367 2.2362 -2.4336
H 4.1449 2.4954 -2.7150
O -0.5453 -0.8978 -0.3675
As -0.9190 -2.5212 -0.6941
C -0.6343 -3.8383 0.6878
C -1.6997 -4.3605 1.4481
C -1.3868 -5.2959 2.4069
C -0.0298 -5.6896 2.5572
C 1.0198 -5.1662 1.7764
C 0.6511 -4.2038 0.8869
C -2.7946 -2.7557 -1.2359
C -3.0839 -3.3400 -2.4622
C -4.4414 -3.5417 -2.8689
C -5.4408 -3.2568 -1.9590
C -5.1011 -2.6902 -0.6775
C -3.7945 -2.4410 -0.3428
C 0.1509 -3.1801 -2.1718
C 0.8223 -2.2710 -2.9728
C 1.5265 -2.6194 -4.0953
C 1.4482 -3.9569 -4.4942
C 0.8472 -4.8736 -3.7168
C 0.1385 -4.5221 -2.5530
H -2.6944 -3.9321 1.3528
H -2.1752 -5.8240 2.9635
H 0.1078 -6.6416 3.1351
H 2.0001 -5.4862 1.8586
H 1.5002 -3.8486 0.2486
H -2.3780 -3.5550 -3.2054
H -4.5840 -3.9577 -3.8431
H -6.4808 -3.4019 -2.2279
H -5.8877 -2.5282 0.0278
H -3.5348 -1.8149 0.6100
H 0.8881 -1.2473 -2.5767
H 2.1502 -1.9728 -4.7528
H 1.9899 -4.2180 -5.3963
H 0.7613 -5.9211 -3.9783
H -0.3266 -5.3387 -2.0771
C 4.1159 -3.5496 -0.4220
C 3.9915 -1.9055 -0.2373
C 4.9698 -1.3539 0.7646
C 4.3083 -1.2822 -1.6341
N 2.5919 -1.6657 0.1821
H 5.2048 -3.6209 -0.7221
H 3.3585 -3.9341 -1.0911
H 4.0532 -4.0317 0.5193
H 4.8957 -0.2329 0.8960
H 5.9883 -1.5268 0.3893
H 4.9617 -1.8225 1.7677
H 5.3493 -1.4664 -1.8305
H 4.1594 -0.1908 -1.5899
H 3.7880 -1.6270 -2.5094
*
```

---

The following is a quantum chemistry calculation of a structure of composition C53H43BrP2SiTi, from OMol25.

Results
Highest occupied orbital energy: -0.493 Ha

```
! wB97M-V def2-TZVPD RIJCOSX def2/J DEFGRID3
* xyz 2 1
Ti 0.2503 -0.2690 0.3716
C 2.6670 2.2172 -1.3440
Si 0.8918 1.7368 -1.2055
C 0.2643 1.1990 -2.8965
C 0.0582 2.1636 -3.8972
C -0.3975 1.8059 -5.1525
C -0.6681 0.4701 -5.4451
C -0.4695 -0.4960 -4.4809
C -0.0068 -0.1270 -3.2147
P 0.3841 -1.3908 -1.9816
C 1.8702 -2.1879 -2.6421
C 2.8636 -1.3552 -3.1620
C 4.0280 -1.8997 -3.6802
C 4.2012 -3.2779 -3.6996
C 3.2107 -4.1101 -3.1976
C 2.0485 -3.5684 -2.6673
C -1.0175 -2.5395 -2.0260
C -2.0110 -2.3678 -1.0649
C -3.1426 -3.1659 -1.0505
C -3.2920 -4.1529 -2.0159
C -2.3138 -4.3310 -2.9847
C -1.1796 -3.5298 -2.9925
C -0.1179 3.2477 -0.8267
C 0.1900 4.5033 -1.3756
C -0.6898 5.5628 -1.2451
C -1.8936 5.3982 -0.5596
C -2.1892 4.1839 0.0262
C -1.2956 3.1170 -0.1121
P -1.4927 1.6265 0.8792
C -3.0964 0.8853 0.4912
C -3.6955 -0.0221 1.3710
C -4.9161 -0.5976 1.0541
C -5.5324 -0.2935 -0.1545
C -4.9278 0.5802 -1.0460
C -3.7133 1.1725 -0.7266
C -1.5718 2.3750 2.5350
C -0.4600 3.1130 2.9411
C -0.4849 3.8090 4.1379
C -1.6179 3.7648 4.9414
C -2.7266 3.0337 4.5396
C -2.7086 2.3399 3.3349
H 2.7296 3.0006 -2.1053
H 3.2898 1.3862 -1.6751
H 3.0764 2.6044 -0.4100
H 0.2428 3.2105 -3.6936
H -0.5487 2.5646 -5.9091
H -1.0317 0.1887 -6.4243
H -0.6773 -1.5320 -4.7210
H 2.7217 -0.2813 -3.1927
H 4.7933 -1.2498 -4.0826
H 5.1021 -3.7043 -4.1197
H 3.3396 -5.1839 -3.2174
H 1.2945 -4.2338 -2.2716
H -1.9407 -1.6012 -0.2886
H -3.8988 -3.0184 -0.2923
H -4.1713 -4.7832 -2.0120
H -2.4300 -5.0995 -3.7370
H -0.4251 -3.6905 -3.7528
H 1.1189 4.6588 -1.9109
H -0.4437 6.5247 -1.6753
H -2.5793 6.2286 -0.4577
H -3.0956 4.0740 0.6106
H -3.2377 -0.2498 2.3265
H -5.3913 -1.2723 1.7543
H -6.4898 -0.7357 -0.3969
H -5.4069 0.8145 -1.9870
H -3.2549 1.8616 -1.4246
H 0.4210 3.1740 2.3093
H 0.3756 4.3912 4.4403
H -1.6419 4.3128 5.8739
H -3.6164 3.0135 5.1546
H -3.5921 1.7999 3.0230
C 1.8507 -3.5808 0.6789
C 2.3599 -3.3528 1.9598
C 1.5724 -3.5817 3.0734
C 0.2575 -4.0103 2.9210
C -0.2681 -4.2083 1.6557
C 0.5381 -4.0141 0.5294
H 2.5044 -3.5070 -0.1783
H 3.3892 -3.0389 2.0826
H 1.9844 -3.4436 4.0651
H -0.3504 -4.2040 3.7959
H -1.2801 -4.5740 1.5356
H 0.1602 -4.3023 -0.4405
Br -0.4981 -0.7037 3.1018
C 1.0469 0.2357 3.6840
C 1.1397 0.6359 4.9790
C 2.3443 1.2439 5.4044
C 3.4000 1.3677 4.5450
C 3.3017 0.9126 3.2063
C 4.4205 0.9023 2.3267
C 4.3394 0.3526 1.0765
C 3.0972 -0.1387 0.6181
C 1.9670 -0.0658 1.3991
C 2.0796 0.3836 2.7434
H 0.3213 0.4889 5.6705
H 2.4307 1.5799 6.4284
H 4.3365 1.7904 4.8864
H 5.3618 1.3030 2.6837
H 5.2130 0.2984 0.4408
H 3.0491 -0.5646 -0.3833
*
```

---

The following is a quantum chemistry calculation of a structure of composition C39H49MoN3P2, from OMol25.

Results
Highest occupied orbital energy: -0.467 Ha

```
! wB97M-V def2-TZVPD RIJCOSX def2/J DEFGRID3
* xyz 2 1
Mo 0.0089 -0.2734 0.7445
C -3.3466 -1.0541 2.0320
C -3.5294 -1.0477 0.5128
C -3.6249 -2.4712 -0.0352
P -2.1935 -0.0768 -0.2760
C -2.3761 -0.1804 -2.0957
C -3.7945 0.2433 -2.4876
C -1.3256 0.6519 -2.8263
C -2.3835 1.6231 0.2813
C -3.5671 2.2000 0.7490
C -3.5785 3.4815 1.2747
C -4.8443 4.1187 1.7739
C -2.3560 4.1621 1.3461
C -1.1738 3.6100 0.8900
C -1.1716 2.3322 0.3207
N -0.0081 1.6476 -0.0827
C 0.9250 2.2374 -0.9556
C 0.7921 3.5056 -1.5142
C 1.7731 4.0019 -2.3590
C 2.9062 3.2665 -2.6907
C 3.9568 3.8112 -3.6175
C 3.0064 1.9816 -2.1702
C 2.0278 1.4600 -1.3278
P 2.0532 -0.2059 -0.6480
C 3.5269 -0.3340 0.4467
C 4.8680 -0.2616 -0.2849
C 3.4600 0.7704 1.5069
C 2.1297 -1.4631 -1.9979
C 2.7735 -2.7645 -1.5020
C 2.7849 -0.9919 -3.2956
H -4.1635 -1.6105 2.4921
H -3.3469 -0.0498 2.4578
H -2.4151 -1.5595 2.3038
H -4.4512 -0.5126 0.2639
H -2.7520 -3.0597 0.2469
H -3.7294 -2.5040 -1.1196
H -4.5033 -2.9551 0.3924
H -2.2327 -1.2378 -2.3325
H -3.9926 1.2710 -2.1754
H -4.5610 -0.4050 -2.0640
H -3.8926 0.2044 -3.5727
H -1.4144 1.7103 -2.5746
H -1.4815 0.5513 -3.9007
H -0.3059 0.3385 -2.5991
H -4.4983 1.6479 0.6936
H -5.7244 3.5860 1.4181
H -4.9174 5.1539 1.4425
H -4.8730 4.1233 2.8649
H -2.3362 5.1579 1.7731
H -0.2485 4.1636 0.9775
H -0.0749 4.1151 -1.3050
H 1.6480 4.9944 -2.7745
H 3.9452 4.8994 -3.6307
H 3.7866 3.4672 -4.6394
H 4.9543 3.4866 -3.3226
H 3.8599 1.3799 -2.4498
H 3.4277 -1.3158 0.9212
H 5.0474 0.7453 -0.6589
H 4.9488 -0.9642 -1.1114
H 5.6663 -0.4892 0.4228
H 3.6133 1.7477 1.0469
H 4.2492 0.6193 2.2441
H 2.5088 0.8054 2.0386
H 1.0746 -1.6546 -2.2038
H 3.8579 -2.7163 -1.5922
H 2.4283 -3.5934 -2.1213
H 2.5260 -3.0103 -0.4718
H 3.8404 -0.7600 -3.1555
H 2.2917 -0.1197 -3.7213
H 2.7270 -1.8042 -4.0216
N 0.3257 0.0229 8.2310
C 0.3056 -0.0350 7.0854
C 0.2809 -0.1085 5.6529
C 1.0063 -1.0970 4.9881
C 0.9526 -1.1445 3.6135
N 0.2378 -0.2592 2.8956
C -0.4641 0.6938 3.5416
C -0.4703 0.8014 4.9144
H 1.5923 -1.8195 5.5374
H 1.4817 -1.9001 3.0511
H -1.0319 1.3880 2.9273
H -1.0438 1.5777 5.3995
C -0.0523 -2.0016 0.3843
C -0.0884 -3.3571 -0.0954
C -0.5148 -3.6827 -1.3886
C -0.5373 -5.0010 -1.8036
C -0.1310 -6.0091 -0.9357
C 0.2862 -5.6997 0.3520
C 0.3023 -4.3814 0.7751
H -0.8347 -2.8981 -2.0619
H -0.8713 -5.2510 -2.8016
H -0.1446 -7.0395 -1.2642
H 0.5928 -6.4884 1.0254
H 0.6149 -4.1377 1.7830
*
```

---

The following is a quantum chemistry calculation of an isolated molecule of C5H7N3 at a distorted geometry, from OMol25.

Results
Highest occupied orbital energy (spin up / spin down): -0.305 / -0.301 Ha

```
! wB97M-V def2-TZVPD RIJCOSX def2/J DEFGRID3
* xyz 0 1
C -0.5753 -0.8514 -0.0975
C 1.0921 0.1309 1.4116
C 0.1736 -0.7501 1.1664
C -0.0417 2.3947 -2.6912
C -0.2462 -1.7631 2.1783
N -0.3066 -0.1776 -1.1393
N 0.7216 1.8206 -1.8079
N 0.6310 0.7262 -1.1955
H -1.4289 -1.6339 -0.0912
H 1.6707 0.9857 0.9013
H 0.4578 3.2995 -3.1056
H -0.9046 2.0638 -3.1112
H 0.2856 -2.6650 2.3186
H -0.3789 -1.4074 3.2867
H -1.1501 -2.1731 1.9765
*
```

---

The following is a quantum chemistry calculation of the ion C4H5O2S with charge -1 at a distorted geometry, from OMol25.

Results
Highest occupied orbital energy: -0.112 Ha

```
! wB97M-V def2-TZVPD RIJCOSX def2/J DEFGRID3
* xyz -1 1
C -0.2607 -1.0176 0.7510
C -1.5641 -0.0926 0.6267
C 1.5962 0.0719 -0.7184
C 1.0425 -0.2399 0.7665
O -3.4305 -0.2468 -1.3008
O -2.0017 1.2299 0.4675
S -3.1886 0.0782 0.1216
H 0.9022 0.7105 -1.1204
H 1.4538 -0.8655 -1.3641
H 2.5791 0.5299 -0.9295
H 1.0697 0.7345 1.4536
H 1.8020 -0.8926 1.2463
*
```